DFT (ωB97M-V with the def2-TZVPD basis set) results for a structure of composition C13H7BrCl5CrNO3.

ΔE to the lowest compared entry with this formula, charge and spin	55.4	kJ/mol

ORCA input file:
```
! RIJCOSX wB97M-V def2-TZVPD def2/J DEFGRID3
* xyz 1 4
Br -2.7508 -2.7283 0.3640
Cr 0.0714 -0.1075 0.3164
Cl 3.2894 -0.0596 4.4189
Cl 3.0624 0.3936 -1.8135
Cl 5.9550 0.3849 2.7727
Cl 0.4999 -0.2420 2.7111
Cl 5.8200 0.6137 -0.3432
O -1.5101 3.3766 -0.6202
O 0.4436 -2.1498 0.1868
O -0.1659 1.6653 -0.0699
N -2.1593 -0.0238 -0.0062
C 4.4516 0.2808 1.9671
C 2.0177 0.0898 0.6452
C 1.5878 -2.7629 -0.4853
C 3.1665 0.2934 -0.0885
C -1.3469 2.2329 -0.3331
C -4.4911 -0.5497 0.0673
C 2.1210 -0.0090 2.0012
C -3.7952 1.7134 -0.2516
C -3.1566 -0.9030 0.1109
C -4.8123 0.7843 -0.1157
C 4.3928 0.3866 0.5683
C -2.4980 1.2711 -0.1863
C 3.2915 0.0773 2.7176
H -3.9768 2.7668 -0.4107
H 1.9504 -2.0630 -1.2300
H 1.2569 -3.6750 -0.9752
H -5.2519 -1.3097 0.1739
H 2.3704 -2.9748 0.2378
H -0.0610 -2.8164 0.6666
H -5.8499 1.0905 -0.1491
*
```

Atomic partial charges in e from the Löwdin method, atoms 1 to 6: atom 1 (Br): 0.8913, atom 2 (Cr): 0.8664, atom 3 (Cl): 0.7561, atom 4 (Cl): 0.7451, atom 5 (Cl): 0.7458, atom 6 (Cl): 0.8260

=====

DFT (ωB97M-V with the def2-TZVPD basis set) results for a cluster of 2 separate species, C13H7BrF2NO12P in total at a distorted geometry.

ORCA input file:
```
! RIJCOSX wB97M-V def2-TZVPD def2/J DEFGRID3
* xyz -2 1
Br 2.7682 -0.1107 0.0873
P -0.6780 0.4010 3.4119
F 0.0510 -3.1433 3.2649
F 0.2043 -1.7986 -1.1310
O -1.9981 -2.6474 2.3916
O -1.8863 -1.4744 -0.2991
O 0.5761 2.8430 0.0559
O 1.5896 1.6297 1.8534
O 1.0965 0.5236 -3.1053
O -0.2695 0.7369 0.8409
O 3.1517 -2.6446 3.5057
O -0.3363 -0.5541 4.7942
O 0.4879 -0.2770 -5.7483
O -3.8125 1.5691 -5.5377
O -2.3752 0.4922 3.2087
O -3.0759 2.6528 -3.0328
N -0.0748 -1.6178 1.3221
C 0.6333 1.8599 0.8033
C 0.1987 -0.2396 1.8416
C 1.7688 0.1772 1.7765
C -0.3202 0.3388 -5.0450
C -0.6908 -1.6315 -0.0214
C -2.6676 1.3335 -5.0531
C -2.3266 1.9112 -3.6747
C -1.0279 1.5570 -3.0739
C 2.7354 -0.2073 2.9971
C -0.7757 -2.4706 2.2858
C -0.0200 0.8262 -3.6236
C 3.4299 -1.6541 2.7577
C -1.6530 0.6132 -5.6084
H 4.2026 -1.8419 1.9196
H 2.2758 -0.0973 4.0364
H -1.8005 0.1721 -6.5891
H 0.4750 -1.1026 4.6878
H -2.5710 1.3733 2.8148
H 3.6160 0.5480 2.9575
H -0.9011 1.9543 -2.0716
*
```

Atomic partial charges in e from the Löwdin method, atoms 1 to 6: atom 1 (Br): 0.9311, atom 2 (P): 1.0177, atom 3 (F): 0.0266, atom 4 (F): 0.0547, atom 5 (O): 0.1540, atom 6 (O): 0.1797

=====

DFT (ωB97M-V with the def2-TZVPD basis set) results for a structure of composition C13H7CeCl2MnN3O3 at a distorted geometry.

ΔE to the lowest compared entry with this formula, charge and spin	111.5	kJ/mol

ORCA input file:
```
! RIJCOSX wB97M-V def2-TZVPD def2/J DEFGRID3
* xyz 4 6
Ce 0.6926 0.7357 -2.6696
Mn -0.6498 -0.2136 -6.7449
Cl -0.6169 2.1072 -4.2651
Cl -1.0379 -1.4496 -4.8902
O 0.9219 -2.5269 -7.8541
O 0.8698 1.8326 -8.3079
O 2.3122 3.6166 -1.7993
N -0.2150 -0.7180 1.2005
N -0.1777 -0.6802 -1.0458
N -0.2493 1.3179 7.6908
C -0.1720 -2.0003 -0.6015
C -0.4890 1.4725 4.1732
C 0.3887 -1.5452 -7.4829
C 0.1546 1.3229 -7.5047
C -0.1937 -2.0454 0.7360
C -0.1134 -1.2388 3.5568
C -0.1076 -0.8123 4.8923
C 1.9727 2.5057 -2.0123
C -0.2748 -0.2855 2.5432
C -0.2896 0.5394 5.1921
C -0.1716 0.0858 0.1007
C -0.4804 1.0645 2.8353
C -0.2690 0.9687 6.5737
H 0.0183 -2.2909 3.3205
H -0.2077 -2.8884 1.4376
H -0.1619 -2.7919 -1.3393
H -0.2030 1.1537 0.1217
H 0.0420 -1.5384 5.6840
H -0.6472 2.5162 4.4211
H -0.6454 1.7865 2.0381
*
```

Atomic partial charges in e from the Löwdin method, atoms 1 to 6: atom 1 (Ce): 1.1008, atom 2 (Mn): 0.5546, atom 3 (Cl): 0.1897, atom 4 (Cl): 0.1621, atom 5 (O): 0.2552, atom 6 (O): 0.2309

=====

DFT (ωB97M-V with the def2-TZVPD basis set) results for a structure of composition C13H8AuBrN3O4.

ΔE to the lowest compared entry with this formula, charge and spin	0.0	kJ/mol

ORCA input file:
```
! RIJCOSX wB97M-V def2-TZVPD def2/J DEFGRID3
* xyz 1 1
Au 0.0584 -0.1096 0.0550
Br -1.7867 -5.3889 1.4392
O -2.6421 0.9255 0.3622
O 2.0928 0.1094 0.1277
O 3.6216 1.7362 0.0000
O -3.2813 3.0362 0.1920
N 0.0954 1.9027 0.0470
N 0.2367 -2.1334 0.0487
N -2.5351 -1.1188 -0.6515
C 1.3331 -2.6439 -0.5357
C -1.9266 -0.1457 -0.1630
C 1.6019 3.7305 -0.0334
C 0.6206 -4.8574 0.0029
C 2.4872 1.3572 0.0464
C -0.6667 -2.9403 0.6209
C -2.3868 2.2577 0.1612
C 1.3536 2.3742 0.0099
C -0.4969 -4.3092 0.6171
C -0.9570 2.7378 0.0587
C 0.5311 4.6074 -0.0373
C -0.7611 4.1060 0.0136
C 1.5440 -4.0053 -0.5781
H 2.0399 -1.9373 -0.9480
H -1.5298 -2.4840 1.0802
H 2.6345 4.0515 -0.0576
H -1.6285 4.7496 0.0213
H 2.4313 -4.3879 -1.0609
H 0.6952 5.6756 -0.0712
H -3.5421 -0.9665 -0.7538
H 0.7632 -5.9292 -0.0136
*
```

Atomic partial charges in e from the Löwdin method, atoms 1 to 6: atom 1 (Au): 1.3921, atom 2 (Br): 0.8433, atom 3 (O): 0.0530, atom 4 (O): -0.1740, atom 5 (O): 0.1470, atom 6 (O): 0.2000

=====

Number 1: calculated total energy -182297.2434 eV. Number 2: calculated total energy -124416.2334 eV. Number 3: calculated total energy -93454.2327 eV. Number 4: calculated total energy -99998.9061 eV.